Entry 1:
Entry from OMol25: C5H11N in the gas phase (the ωB97M-V functional and the def2-TZVPD basis).

The value obtained for the gap between HOMO and LUMO is 9.87 eV. The structure (SMILES) is C/C=C(\C)NC. The calculation puts the energy relative to the best compared isomer or geometry (same formula, charge and spin) at 37.1 kcal/mol.

Structure (ORCA input):
```
! wB97M-V def2-TZVPD RIJCOSX def2/J DEFGRID3
* xyz 0 1
N 1.3019 -0.8630 0.5250
C -2.2329 -0.0610 -1.1052
C -1.0314 -0.6116 -0.3302
C 0.2077 -0.0535 -0.2844
C 0.8241 1.1528 -1.0334
C 1.3336 -0.3385 1.8923
H 1.1094 -1.8476 0.5157
H 2.0286 0.5158 1.9637
H -1.2196 -1.4283 0.3462
H 1.8620 -1.0938 2.4964
H -3.1487 -0.4327 -0.8369
H -2.3032 1.0037 -0.9106
H 0.7773 1.9505 -0.3244
H 0.3322 1.5008 -1.9347
H 1.8712 0.9659 -1.2323
H -2.1350 -0.2757 -2.1899
H 0.4228 -0.0837 2.4425
*
```



Entry 2:
Entry from OMol25: a 2-piece molecular cluster, C10H20N4 overall (the ωB97M-V functional and the def2-TZVPD basis).

The value obtained for the gap between HOMO and LUMO is 7.91 eV. The calculation puts the energy relative to the best compared isomer or geometry (same formula, charge and spin) at 0.0 kcal/mol.

Structure (ORCA input):
```
! wB97M-V def2-TZVPD RIJCOSX def2/J DEFGRID3
* xyz 2 1
N -8.7306 -0.5651 -0.6474
N 10.3561 -1.3100 0.1345
N 10.6524 -2.3733 0.0056
N -9.8948 -0.5353 1.1267
C 7.8129 0.0525 0.4781
C -8.9452 1.6593 0.5725
C -9.1695 0.2367 0.3423
C 6.4892 0.5150 -0.1124
C -7.8621 -0.0757 -1.6741
C 5.1533 0.1522 0.5594
C 8.9112 0.6111 -0.3971
C -9.1922 -1.8654 -0.4422
C 10.3182 0.0876 0.0525
C -9.8667 -1.8055 0.7691
H -7.8428 1.8447 0.3542
H 8.8679 0.1857 -1.3551
H 5.3047 0.0507 1.5313
H 11.0670 0.4683 -0.6069
H 6.6283 0.3834 -1.1860
H 10.4539 0.7070 1.0291
H 4.3221 0.8122 0.1549
H 4.9592 -0.8287 0.2668
H 6.4293 1.5614 -0.1281
H -9.2061 1.9363 1.6030
H -8.2425 0.4092 -2.6005
H 9.0875 1.6209 -0.3465
H -7.0858 -0.6844 -2.0607
H 8.0743 0.4869 1.4094
H -10.2574 -2.7031 1.2184
H -8.9779 -2.5676 -1.1505
H -9.7885 2.0556 -0.0004
H -10.4316 -0.2217 1.9436
H 7.7593 -0.9694 0.4271
H -7.1528 0.6685 -1.2707
*
```



Entry 3:
Entry from OMol25: C14H30AlBN3O2S2 as an isolated structure (the ωB97M-V functional and the def2-TZVPD basis).

The value obtained for the gap between HOMO and LUMO is 6.03 eV.

Structure (ORCA input):
```
! wB97M-V def2-TZVPD RIJCOSX def2/J DEFGRID3
* xyz -1 1
S 3.4544 -2.4678 2.9537
S 3.6403 -4.4211 0.6508
Al 0.4707 1.2937 1.6688
O 2.2140 1.9552 4.2512
O 0.7033 3.6595 3.5626
N 4.9308 0.1490 -0.2036
N 4.1013 -1.8325 0.4055
N -3.2991 0.1344 -1.9818
C -4.6750 0.4973 -2.2593
C -2.3256 1.2119 -2.0769
C 3.3555 1.3738 3.6566
C 4.7822 -0.6963 0.7570
C 0.9615 -0.6959 1.6597
C -2.6563 2.4108 -1.2033
C -4.9962 1.1173 -3.6261
C 3.7605 -2.9173 1.2278
C -2.8431 -1.1044 -2.5850
C 4.2758 -0.4611 -1.2837
C 0.8014 -1.3998 3.0300
C -2.6001 -1.1215 -4.0996
C 3.7744 -1.6633 -0.9319
C 1.6624 -2.6727 3.2308
B 1.2400 2.3768 3.3170
H -2.0096 -0.2682 -4.4341
H -2.0484 -2.0262 -4.3687
H 4.1105 2.1066 3.3309
H -3.5341 -1.1441 -4.6611
H 4.2065 0.0466 -2.2396
H -5.0022 1.1998 -1.4875
H -1.8375 3.1299 -1.2456
H -1.1508 1.3571 1.7916
H 3.2273 -2.3394 -1.5729
H 0.3102 -1.2348 0.9452
H 5.1574 -0.5198 1.7604
H -1.9089 -1.3889 -2.0907
H -5.0355 0.3661 -4.4145
H 1.9874 -0.7816 1.2644
H 0.9203 -0.7149 3.8852
H 3.1309 0.7078 2.8093
H 1.2764 -3.5030 2.6241
H 1.5513 -2.9850 4.2832
H -4.2750 1.8836 -3.9138
H 0.4432 3.7356 4.4929
H -3.5489 -1.9029 -2.3333
H -5.9797 1.5937 -3.5910
H -2.1918 1.5541 -3.1158
H -0.2476 -1.7466 3.0642
H 3.8374 0.7451 4.4283
H 0.8922 1.9117 0.2266
H -3.5604 2.9277 -1.5382
H -5.3118 -0.3801 -2.1103
H -1.3553 0.8312 -1.7468
H -2.7868 2.1129 -0.1627
*
```



Entry 4:
Entry from OMol25: an isolated ion of composition C9H13FN3O2 and charge +1 (the ωB97M-V functional and the def2-TZVPD basis).

The value obtained for the gap between HOMO and LUMO is 8.55 eV. The structure (SMILES) is Nc1c[n+](CCOC=O)ncc1CCF.

Structure (ORCA input):
```
! wB97M-V def2-TZVPD RIJCOSX def2/J DEFGRID3
* xyz 1 1
F -2.9256 -2.1896 2.8174
O 3.8462 -0.3693 -1.7449
O 2.3399 -1.4332 -3.3251
N 1.2160 -1.1662 0.4725
N 1.3688 0.1649 0.5119
N -2.2490 2.1112 0.6339
C -1.5091 -0.5526 0.4893
C 3.2105 0.8334 -1.1422
C -3.0163 -1.1946 0.4228
C -0.2114 -1.4830 0.4647
C 2.8568 0.5885 0.4694
C 0.4026 1.2512 0.5869
C 3.2686 -0.4843 -3.0932
C -3.7507 -1.4005 1.8740
C -1.1919 1.0384 0.5908
H 2.2072 1.0738 -1.7328
H -3.0153 -2.2198 -0.1483
H -4.7855 -1.9486 1.6882
H 3.5453 0.2524 -3.9909
H 3.5647 -0.1965 0.9750
H 3.9102 1.7815 -1.2979
H -1.7235 3.0166 0.4428
H -2.8679 1.9942 -0.2045
H -3.7234 -0.4744 -0.2104
H 2.9128 1.6670 0.9588
H 0.7934 2.3703 0.6482
H -0.4409 -2.6564 0.4310
H -4.0326 -0.3746 2.4128
*
```



For the records above, the corresponding E_HOMO values read -8.768 -14.709 -4.542 -13.592 eV.